Record 1
{"formula": "C18H26N2O5Zr", "method": "ωB97M-V with the def2-TZVPD basis set", "symbols": ["Zr", "O", "O", "O", "O", "O", "N", "N", "C", "C", "C", "C", "C", "C", "C", "C", "C", "C", "C", "C", "C", "C", "C", "C", "C", "C", "H", "H", "H", "H", "H", "H", "H", "H", "H", "H", "H", "H", "H", "H", "H", "H", "H", "H", "H", "H", "H", "H", "H", "H", "H", "H"], "xyz": [[0.57912, -0.65713, 0.36523], [-0.45157, -1.21158, -1.39808], [2.54445, -1.43827, -0.95438], [-1.81458, -2.53595, -2.59562], [-0.16113, -2.01752, 2.04343], [2.01900, -1.95021, 1.78120], [-0.05912, 0.98453, 0.87518], [0.61020, -3.38379, -0.19082], [0.14928, 2.87915, -0.60847], [1.63376, -3.64071, -1.19685], [-2.99762, -0.21526, 0.67548], [-1.05528, -2.34698, -1.67956], [2.36737, 1.53894, -0.75019], [-2.75290, 1.55312, 2.44927], [1.66127, 2.87867, -0.47280], [-2.61257, 3.08207, -0.75506], [2.88858, -2.84372, -0.92871], [0.87212, -3.95082, 1.15039], [-0.65577, 1.99826, 0.14451], [-0.44776, 3.81699, -1.43822], [-1.82586, 3.92155, -1.53028], [-2.99142, 1.29586, 0.95649], [-2.06094, 2.12720, 0.08769], [-0.75197, -3.49727, -0.69772], [0.94659, -2.61275, 1.85890], [2.08850, 3.40500, 0.90290], [2.02897, 3.57516, -1.23101], [2.44889, 0.95297, 0.17915], [1.69798, 4.40920, 1.06451], [-3.92529, -0.64099, 1.06574], [-0.95738, -4.44943, -1.19369], [3.17725, 3.43767, 0.99208], [1.80669, -4.50656, 1.18377], [-1.44584, -3.38069, 0.13809], [-2.94582, -0.43541, -0.39192], [1.23214, -3.33624, -2.16474], [1.89770, -4.70405, -1.26495], [0.04897, -4.56843, 1.50245], [-1.75339, 1.21993, 2.72832], [-2.84510, 2.61467, 2.68284], [3.40301, 1.73596, -1.04348], [1.90129, 0.96575, -1.55844], [-3.99738, 1.65411, 0.71898], [3.33978, -0.92909, -0.75189], [1.68979, 2.75135, 1.68001], [3.62256, -3.04208, -1.71105], [0.18101, 4.48285, -2.02035], [-2.28078, 4.65179, -2.18606], [3.31177, -3.08332, 0.04673], [-3.48221, 1.00312, 3.04816], [-3.69257, 3.16961, -0.80409], [-2.18375, -0.72722, 1.19692]], "lowdin_charge": [1.78, -0.20, -0.16, 0.09, -0.09, -0.07, -0.20, -0.21, -0.17, -0.14, -0.07, -0.62, -0.10, -0.07, -0.36, -0.04, -0.18, -0.05, -0.28, -0.05, -0.09, -0.37, -0.15, -0.08, -0.65, -0.06, 0.13, 0.04, 0.08, 0.08, 0.14, 0.08, 0.13, 0.13, 0.08, 0.14, 0.14, 0.13, 0.06, 0.08, 0.09, 0.09, 0.12, 0.10, 0.07, 0.13, 0.11, 0.10, 0.12, 0.08, 0.11, 0.04], "relative_energy_ev": 0.264, "homo_lumo_gap_ev": 7.3}



Record 2
{"formula": "C3H11N3S", "method": "ωB97M-V with the def2-TZVPD basis set", "symbols": ["S", "N", "N", "N", "C", "C", "C", "H", "H", "H", "H", "H", "H", "H", "H", "H", "H", "H"], "xyz": [[-0.35984, 0.66692, -1.63309], [0.78607, -1.06520, 0.56332], [-0.07570, -2.95981, 1.52952], [-0.75513, -2.24028, -0.74976], [0.71916, 2.77742, -0.22579], [0.01737, -2.14799, 0.41396], [-0.62345, 2.13597, -0.67101], [1.35508, 2.10394, 0.36596], [-1.50770, -1.57452, -0.75253], [0.28170, 0.09153, -0.53167], [-1.19795, 1.94462, 0.27796], [1.42230, -1.12037, 1.24895], [0.61614, 3.69829, 0.36102], [-1.23178, 2.77159, -1.35060], [-0.93255, -3.51748, 1.62251], [1.27780, 3.02225, -1.13342], [0.40602, -2.49508, 2.27934], [-0.19753, -2.09179, -1.61467]], "lowdin_charge": [0.66, 0.05, 0.12, 0.05, -0.19, -0.51, -0.67, 0.06, 0.04, -0.14, 0.07, -0.01, 0.06, 0.05, 0.11, 0.06, 0.09, 0.08], "relative_energy_ev": 1.448, "homo_lumo_gap_ev": 8.9}



Record 3
{"formula": "C4H13NOS", "method": "ωB97M-V with the def2-TZVPD basis set", "symbols": ["S", "O", "N", "C", "C", "C", "C", "H", "H", "H", "H", "H", "H", "H", "H", "H", "H", "H", "H", "H"], "xyz": [[0.38883, -2.40925, -1.16148], [-5.31373, -1.39293, 3.10013], [0.89137, 2.08909, 0.31460], [0.53336, -1.00907, 0.04650], [1.77775, -0.19181, -0.14894], [0.72720, 1.23254, -1.99365], [1.56651, 1.21753, -0.72201], [1.11727, 0.49523, -2.69146], [2.50153, -0.58955, -0.85987], [0.90215, 2.17424, -2.51745], [0.39843, 1.52548, 0.99246], [0.30783, -1.39605, 1.02602], [0.10015, 2.57593, -0.10439], [2.50325, 1.76134, -0.84048], [-0.33044, -0.38106, -0.17176], [2.50174, -0.02098, 0.66147], [-0.29466, 1.08944, -1.86833], [-5.70942, -1.12745, 3.93777], [0.72697, -3.29590, -0.22167], [-5.29609, -2.34677, 3.22251]], "lowdin_charge": [0.68, -0.06, 0.02, -0.53, -0.27, -0.08, -0.43, 0.08, 0.09, 0.08, 0.05, 0.07, 0.06, 0.12, 0.05, 0.12, 0.05, 0.03, -0.16, 0.03], "relative_energy_ev": 1.103, "homo_lumo_gap_ev": 9.8}



Record 4
{"formula": "C27H38FN4O26", "method": "ωB97M-V with the def2-TZVPD basis set", "symbols": ["F", "O", "O", "O", "O", "O", "O", "O", "O", "O", "O", "O", "O", "O", "O", "O", "O", "O", "O", "O", "O", "O", "O", "O", "O", "O", "O", "N", "N", "N", "N", "C", "C", "C", "C", "C", "C", "C", "C", "C", "C", "C", "C", "C", "C", "C", "C", "C", "C", "C", "C", "C", "C", "C", "C", "C", "C", "C", "H", "H", "H", "H", "H", "H", "H", "H", "H", "H", "H", "H", "H", "H", "H", "H", "H", "H", "H", "H", "H", "H", "H", "H", "H", "H", "H", "H", "H", "H", "H", "H", "H", "H", "H", "H", "H", "H"], "xyz": [[2.23363, -6.46628, 4.49451], [-2.46606, 1.16060, -5.94996], [-0.88413, 6.85491, 2.39884], [-2.29607, -3.07405, -1.06373], [4.64804, -1.24515, 7.98653], [-4.12636, 1.73367, 0.27432], [-2.53688, -5.21718, -1.70820], [-1.02125, -3.88312, -2.69635], [9.93242, 2.21198, 9.20109], [-3.64016, 1.00524, -9.96393], [-5.62487, 2.00149, -9.61563], [2.76713, -4.75452, 0.60756], [8.02058, 1.03321, 9.37831], [4.53957, -2.85955, 6.41845], [2.75445, 8.80708, -1.06139], [-3.91090, 0.58048, -1.61256], [-2.15159, 0.78307, -0.22946], [-1.29319, 4.70144, 2.91528], [3.20441, 8.99177, 1.11292], [-5.31541, 0.78287, -11.44817], [3.46891, -6.83580, 2.70828], [-1.04400, 5.29475, 0.78331], [4.03925, -3.34100, 8.53549], [8.29946, 2.42833, 7.66381], [4.54558, 9.99850, -0.39182], [-2.21110, -1.04476, -5.90956], [-1.64783, 0.16963, -4.10481], [-0.71655, -7.10453, 1.78411], [0.78863, -5.90085, 0.47954], [1.70166, -5.35331, 2.60387], [1.04706, -8.28628, 0.75876], [-5.31364, 0.84934, -1.47887], [4.42956, -2.36896, 7.68072], [2.56944, -6.25915, 3.22399], [1.88075, 7.88765, -0.40036], [-3.29081, 1.00932, -0.50029], [-6.71781, 1.08030, -11.41067], [1.90818, 8.38774, 1.02894], [7.11778, 1.67726, 7.37137], [-1.29421, -2.06838, -1.30975], [-2.00671, -4.15299, -1.81803], [3.59776, 9.33427, -0.13722], [-2.07087, 0.10882, -5.21895], [4.42540, -4.28201, 6.48469], [-2.68547, 0.71670, -7.30762], [-0.78533, -2.45587, -2.67791], [1.87770, -5.28840, 1.17503], [-5.32483, 1.98673, -0.47603], [8.85924, 1.92093, 8.79141], [-4.75461, 1.23866, -10.31324], [-1.67611, 3.55633, 2.14250], [-1.05796, 3.86185, 0.79481], [0.36918, -7.12068, 1.01026], [6.74646, 1.11616, 8.72801], [-1.05784, 5.72855, 2.06782], [3.65576, -4.48754, 7.77514], [-2.94843, -0.76093, -7.11065], [-6.76884, 2.24946, -10.44639], [1.15029, 9.14798, 1.21892], [6.10459, 1.79230, 9.29572], [0.26959, -2.24081, -2.82224], [-5.24078, 2.96497, -0.95046], [-0.52365, -2.14898, -0.53830], [0.83773, -8.91950, 0.00245], [-1.02972, -8.06349, 1.93115], [2.29076, 6.88030, -0.49852], [3.92314, -5.40190, 8.29689], [-7.67494, 2.27836, -9.84860], [-1.78446, 0.90859, -7.88777], [1.77614, -8.55032, 1.40766], [2.57399, -4.46618, 7.62701], [-2.59079, -1.37487, -7.93118], [-0.03189, 3.50027, 0.71312], [6.35237, 2.32080, 6.94663], [-7.25095, 0.20516, -11.03703], [3.91061, -4.66430, 5.60721], [1.80422, 7.59533, 1.76353], [-6.19189, 1.97993, 0.17754], [-1.63662, 3.47644, -0.03813], [0.88996, 7.91305, -0.84494], [7.36661, 0.89509, 6.65147], [-7.08166, 1.32232, -12.40457], [-0.60544, -6.64443, 2.69269], [5.42646, -4.71403, 6.52094], [-1.35296, -1.99319, -3.47799], [-2.76465, 3.50496, 2.10052], [-5.80710, -0.04733, -1.10193], [-1.29517, 2.64521, 2.59372], [-6.63699, 3.21039, -10.94431], [-5.74211, 1.11639, -2.44021], [1.01455, -5.98341, -0.51246], [-4.00306, -0.97920, -6.93384], [-3.51136, 1.24659, -7.75252], [6.27620, 0.14175, 8.67157], [-1.71938, -1.07164, -1.28052], [1.72019, -4.42037, 3.00870]], "lowdin_charge": [0.14, 0.08, 0.16, 0.06, 0.17, 0.05, 0.13, 0.05, 0.17, 0.15, 0.06, 0.22, 0.06, 0.06, 0.06, 0.07, 0.14, 0.06, 0.06, 0.07, 0.20, 0.06, 0.07, 0.06, 0.17, 0.05, 0.14, 0.28, 0.19, 0.17, 0.18, -0.10, -0.55, -0.54, -0.12, -0.57, -0.10, -0.12, -0.12, -0.10, -0.60, -0.57, -0.58, -0.12, -0.11, -0.09, -0.45, -0.10, -0.57, -0.56, -0.11, -0.11, -0.31, -0.12, -0.57, -0.11, -0.10, -0.11, 0.14, 0.14, 0.14, 0.14, 0.13, 0.14, 0.15, 0.13, 0.14, 0.13, 0.14, 0.13, 0.13, 0.14, 0.14, 0.13, 0.13, 0.11, 0.12, 0.14, 0.12, 0.13, 0.13, 0.14, 0.16, 0.14, 0.10, 0.13, 0.14, 0.13, 0.14, 0.14, 0.18, 0.13, 0.10, 0.10, 0.10, 0.17], "homo_lumo_gap_ev": 5.2, "total_charge": 1}



Record 5
{"formula": "C5H13N2S", "method": "ωB97M-V with the def2-TZVPD basis set", "symbols": ["S", "N", "N", "C", "C", "C", "C", "C", "H", "H", "H", "H", "H", "H", "H", "H", "H", "H", "H", "H", "H"], "xyz": [[2.46266, -1.65654, -1.73150], [-0.50271, 1.11050, 0.47095], [-0.35293, -2.20013, -0.13252], [0.49909, 0.12565, 0.01226], [0.09218, 2.37698, 0.84789], [0.70376, -1.18054, -2.12646], [-0.13632, -0.94701, -0.88884], [-1.29200, 0.57058, 1.56946], [1.03043, -0.33628, 0.85120], [-0.06917, -2.98812, -0.70476], [0.98616, 2.56752, 0.26134], [-1.13303, -0.57244, -1.14398], [0.34735, 2.46592, 1.91615], [-1.99608, -0.16254, 1.17099], [-1.92213, 1.37591, 1.96799], [1.21308, 0.69146, -0.58859], [0.67659, -0.27689, -2.74608], [-0.67567, 0.17167, 2.38571], [0.38816, -2.08979, -2.64723], [0.30236, -2.22610, 0.63903], [-0.62177, 3.18020, 0.61698]], "lowdin_charge": [0.06, -0.28, 0.00, -0.22, -0.13, -0.70, -0.50, -0.13, 0.10, 0.04, 0.07, 0.11, 0.07, 0.07, 0.07, 0.08, 0.04, 0.08, 0.02, 0.04, 0.07], "relative_energy_ev": 0.773, "homo_lumo_gap_ev": 6.0, "total_charge": -1}



Record 6
{"formula": "C5H13N2O", "method": "ωB97M-V with the def2-TZVPD basis set", "symbols": ["O", "N", "N", "C", "C", "C", "C", "C", "H", "H", "H", "H", "H", "H", "H", "H", "H", "H", "H", "H", "H"], "xyz": [[0.87441, 1.41614, -0.21267], [-1.79013, 0.76964, -0.87562], [1.65149, -0.88527, -0.18653], [-2.45089, -0.38195, 1.74518], [0.59755, 0.11316, -0.67329], [-1.01494, -0.19826, 1.22320], [-0.91416, -0.26357, -0.31482], [3.02227, -0.56312, -0.78611], [-1.20981, -1.24791, -0.75496], [3.34968, 0.46824, -0.55894], [2.98209, -0.75288, -1.83242], [-1.96002, 0.55873, -1.80720], [-0.66858, 0.78134, 1.58982], [-1.26982, 1.69522, -0.83284], [3.67236, -1.33045, -0.28505], [-0.32682, -0.92767, 1.63565], [-2.94299, -1.29984, 1.41399], [1.68711, -0.84806, 0.84363], [-3.07230, 0.49844, 1.48284], [-2.38608, -0.41914, 2.85332], [0.68140, 0.06676, -1.77640]], "lowdin_charge": [0.10, 0.18, 0.07, -0.07, -0.34, -0.21, -0.25, -0.02, 0.18, 0.11, 0.08, 0.08, 0.13, 0.14, 0.11, 0.11, 0.09, 0.13, 0.09, 0.10, 0.20], "relative_energy_ev": 7.223, "homo_lumo_gap_ev": 5.6, "total_charge": 1}



The following max |F| values (in eV/A) correspond, in order, to the records above: 1.2 5.8 3.0 2.4 1.3 5.4.
The following E_tot values (in a.u.) correspond, in order, to the records above: -1234.36560 -683.31223 -688.34817 -3326.58601 -706.00982 -382.59621.